A 9-piece molecular cluster, C34H51N8O14 overall, computed with ωB97M-V/def2-TZVPD.

The geometry in XYZ format:
```
107
Properties=species:S:1:pos:R:3:forces:R:3
C 0.317271 -0.495776 -0.339159 -1.0 0.2 0.6
O 1.129271 -1.026776 -1.079159 1.1 0.0 -1.8
O -0.450729 0.603224 -0.715159 -1.2 -1.2 6.5
O -0.015729 -0.823776 0.781841 -0.3 -1.1 2.6
H -0.350729 0.836224 -1.532159 1.4 2.0 -7.9
C 5.790271 0.659224 -2.037159 -4.9 -3.7 1.3
C 4.286271 0.633224 -1.783159 -0.1 4.9 0.2
C 3.561271 1.980224 -1.324159 2.6 0.0 -0.7
C 4.387271 3.231224 -1.044159 4.1 -5.5 -1.8
C 5.902271 3.010224 -1.244159 -2.7 -0.8 -0.1
C 6.506271 1.696224 -1.666159 0.7 6.5 2.4
N 3.971271 4.562224 -0.617159 -8.0 -3.3 0.0
O 2.704271 4.751224 -0.357159 3.2 -1.4 -0.6
O 4.707271 5.428224 -0.612159 4.6 4.2 0.2
H 6.356271 -0.290776 -2.167159 -0.9 0.6 -0.4
H 3.546271 -0.171776 -2.005159 1.0 0.5 0.2
H 2.432271 2.140224 -1.283159 1.7 -0.9 0.1
H 6.584271 3.878224 -1.087159 -0.7 -0.9 0.1
H 7.600271 1.701224 -1.479159 -0.8 -0.3 -0.8
C 0.100271 -5.428776 0.271841 -2.0 -1.8 4.6
C -0.494729 -6.554776 1.096841 0.9 4.9 4.1
C -0.767729 -6.185776 2.663841 -0.1 2.3 -3.4
C -0.699729 -4.771776 3.221841 3.9 0.2 -5.4
C -0.009729 -3.699776 2.349841 -2.5 -7.1 -2.6
C 0.264271 -4.151776 0.808841 -0.7 1.7 4.0
N -0.937729 -4.464776 4.627841 -0.1 1.5 2.1
O -0.531729 -3.362776 5.151841 -1.0 -3.1 -2.1
O -1.580729 -5.294776 5.267841 0.7 0.7 -0.7
H 0.422271 -5.659776 -0.700159 0.1 0.0 -1.3
H -0.669729 -7.541776 0.669841 0.1 0.2 0.5
H -1.207729 -6.845776 3.396841 0.1 -0.6 -0.4
H 0.136271 -2.764776 2.786841 0.4 1.6 0.0
H 0.558271 -3.316776 0.159841 0.2 -0.3 0.4
C -1.171729 7.321224 -2.491159 4.4 -4.0 4.2
C -0.275729 6.356224 -1.569159 -5.3 -6.5 -15.6
C 0.012271 4.893224 -2.084159 -7.4 10.5 -7.3
C -0.434729 4.552224 -3.467159 -3.3 3.7 0.1
C -1.415729 5.499224 -4.244159 0.4 -2.8 3.1
C -1.786729 6.793224 -3.591159 1.9 -1.3 -1.7
N -0.398729 3.068224 -4.072159 -0.1 4.0 3.8
O 0.461271 2.406224 -3.532159 -0.2 -1.2 -1.2
O -1.365729 2.787224 -4.720159 0.6 -1.4 -0.9
H -1.141729 8.390224 -2.158159 -0.7 -1.2 -0.5
H -0.078729 6.750224 -0.791159 3.3 4.2 10.5
H 0.562271 4.343224 -1.616159 6.1 -6.4 5.5
H -2.039729 4.806224 -5.020159 1.6 2.7 1.6
H -2.266729 7.653224 -4.006159 -1.2 -0.5 -1.5
C -2.894729 3.587224 -0.266159 3.6 1.1 -1.7
O -3.001729 4.757224 -0.511159 0.2 1.9 -0.8
N -3.804729 2.907224 0.286841 -5.2 -2.7 2.8
C -3.548729 1.580224 0.742841 0.7 -3.2 1.2
C -5.185729 3.429224 0.597841 3.9 0.0 6.6
H -1.976729 2.963224 -0.483159 -0.4 0.6 0.0
H -4.412729 0.817224 0.731841 1.1 1.4 -0.7
H -3.221729 1.509224 1.778841 -0.6 0.8 0.8
H -2.590729 1.097224 0.400841 -1.1 0.7 -1.0
H -5.577729 2.857224 1.446841 -0.2 -1.4 -1.1
H -5.736729 3.496224 -0.193159 -3.4 0.2 -4.6
H -5.336729 4.309224 1.280841 1.4 0.6 -1.5
C 4.500271 -1.773776 3.624841 -1.1 -3.3 1.8
O 5.578271 -2.063776 4.151841 -1.1 0.6 -0.3
N 4.323271 -0.971776 2.623841 -3.0 1.5 -0.9
C 3.020271 -0.759776 1.940841 -2.0 -2.3 1.5
C 5.333271 -0.138776 2.238841 4.7 2.1 -0.3
H 3.469271 -2.286776 3.845841 1.7 0.5 0.3
H 2.030271 -0.987776 2.727841 3.1 0.3 -2.6
H 3.122271 -1.416776 1.042841 -1.2 0.2 0.7
H 2.823271 0.214224 1.512841 0.5 0.5 0.5
H 5.665271 0.534224 3.161841 -0.3 -1.3 -1.9
H 4.956271 0.545224 1.450841 0.6 -0.5 0.3
H 6.286271 -0.786776 1.857841 -2.0 1.8 0.8
C -5.021729 -3.101776 -0.768159 1.0 0.4 -1.1
O -5.819729 -3.854776 -0.274159 -0.6 -0.6 1.2
N -3.829729 -2.695776 -0.194159 -2.5 -0.1 -0.4
C -2.862729 -1.887776 -0.874159 -0.9 -0.2 -0.1
C -3.556729 -3.047776 1.213841 -4.0 0.3 -1.3
H -5.289729 -2.795776 -1.831159 1.2 0.5 0.8
H -3.177729 -1.513776 -1.811159 -0.9 -0.2 -1.4
H -2.008729 -2.472776 -1.024159 1.7 -0.5 -0.1
H -2.662729 -0.972776 -0.397159 0.7 0.9 1.3
H -3.091729 -3.974776 1.176841 1.3 -1.6 0.7
H -4.563729 -3.131776 1.759841 1.5 0.0 -0.8
H -3.043729 -2.230776 1.590841 1.5 1.1 1.1
C -1.174729 0.561224 5.738841 0.7 -0.3 1.4
O -1.045729 1.283224 6.765841 -0.6 -2.3 -2.6
N -1.451729 0.963224 4.488841 0.8 1.6 -0.3
C -0.863729 0.179224 3.392841 -0.5 4.6 -1.4
C -1.682729 2.399224 4.272841 2.9 0.7 -0.1
H -1.061729 -0.588776 5.573841 0.2 1.3 1.7
H -1.300729 0.506224 2.404841 0.8 -0.2 1.1
H -1.163729 -0.749776 3.504841 -1.2 -4.8 0.5
H 0.213271 0.230224 3.370841 0.3 0.2 -0.2
H -0.929729 2.868224 3.514841 -1.5 -1.2 0.7
H -1.322729 2.967224 5.203841 -1.6 -0.9 -1.0
H -2.701729 2.407224 3.918841 -0.3 1.2 0.2
C -0.819729 -3.256776 -5.533159 2.2 -1.0 -6.7
O -0.572729 -3.511776 -6.802159 -1.0 0.4 4.2
N 0.108271 -3.530776 -4.630159 -0.1 0.2 3.9
C -0.028729 -3.066776 -3.207159 6.5 3.0 -5.3
C 1.308271 -4.389776 -4.754159 0.8 3.3 -1.6
H -1.750729 -2.692776 -5.433159 0.2 -0.1 1.4
H 1.046271 -2.505776 -3.093159 -2.6 -1.1 0.3
H -0.068729 -3.625776 -2.404159 -0.7 -3.8 3.4
H -0.642729 -2.289776 -3.227159 -3.1 3.1 0.4
H 2.044271 -4.329776 -3.952159 -0.9 0.2 0.5
H 1.913271 -4.174776 -5.642159 -0.6 0.1 -0.2
H 0.851271 -5.268776 -4.852159 -0.7 -4.3 -0.4
```
Positions in Å, forces in eV/Å.

Summary:
ΔE to the lowest compared entry with this formula, charge and spin (kJ/mol): 318.6
HOMO (eV): -6.6
Total charge: -1
E (eV): -76646.3292